Entry 1:
Formula: C26H36N4O4S
Source: the OMol25 dataset
Level of theory: the ωB97M-V functional and the def2-TZVPD basis

Element x y z (Å)
S -1.345 -3.200 -1.182
O -1.981 -4.478 -1.088
O -0.597 -2.876 -2.365
O -7.002 1.995 0.997
O -1.268 -1.039 1.605
N -0.031 0.498 0.506
N -5.140 1.170 0.057
N -0.282 -3.087 0.100
N 1.806 2.292 -0.649
C 0.243 2.809 1.230
C -4.278 0.137 -0.282
C 1.804 -2.045 0.782
C 2.011 -1.753 2.123
C -0.368 -0.754 0.830
C -6.314 1.034 0.743
C -5.437 -1.215 1.451
C 0.456 -1.840 0.129
C -6.672 -0.395 1.088
C 0.862 3.261 -0.096
C 2.850 -2.563 0.028
C -3.528 -2.115 0.050
C -3.297 0.328 -1.250
C -2.551 -1.910 -0.905
C 3.254 -1.957 2.697
C 3.839 1.010 -0.054
C 1.527 0.079 -2.957
C 1.913 2.424 -2.103
C 5.131 1.044 0.752
C 3.101 2.346 0.019
C -2.423 -0.701 -1.556
C -0.725 1.647 1.039
C -4.399 -1.093 0.377
C 4.090 -2.772 0.604
C 0.941 1.481 -2.823
C 4.296 -2.464 1.939
H 0.723 1.878 -3.816
H 3.188 0.227 0.340
H 0.775 -0.643 -3.269
H 2.680 -2.805 -1.011
H 5.798 1.818 0.378
H -7.400 -0.386 1.899
H -3.221 1.280 -1.755
H 0.003 1.444 -2.266
H 5.264 -2.623 2.389
H 1.945 -0.246 -2.007
H 3.409 -1.723 3.740
H 0.053 3.393 -0.819
H 5.639 0.086 0.686
H 0.598 -1.575 -0.922
H 3.733 3.147 -0.399
H 2.935 2.582 1.072
H -5.707 -2.260 1.604
H -1.529 1.940 0.350
H -0.298 3.651 1.665
H -4.927 2.099 -0.284
H 4.922 1.247 1.800
H 4.069 0.763 -1.091
H 2.326 0.074 -3.695
H 4.897 -3.176 0.012
H 1.347 4.242 0.044
H 0.752 0.731 -0.104
H 1.023 2.512 1.932
H -3.589 -3.076 0.536
H -0.744 -3.278 0.979
H 1.198 -1.365 2.720
H 1.728 3.464 -2.409
H -1.188 1.355 1.986
H -1.651 -0.585 -2.300
H -5.010 -0.841 2.387
H -7.155 -0.824 0.204
H 2.929 2.175 -2.410

SMILES string: CCCN(CCC)CCCNC(=O)[C@H](NS(=O)(=O)c1ccc2c(c1)CCC(=O)N2)c1ccccc1
2S+1: 1
highest occupied orbital energy: -8.76 eV

---

Entry 2:
Formula: C26H37BF5KN4O6S2Te
Source: the OMol25 dataset
Level of theory: the ωB97M-V functional and the def2-TZVPD basis

Element x y z (Å)
Te -2.053 -2.294 -0.296
K 0.264 0.145 -1.068
S 0.769 2.444 1.662
S 3.074 2.262 -1.802
F -3.358 1.454 -3.254
F -1.608 2.733 -2.461
F 1.105 -4.560 6.562
F -3.266 2.051 -1.034
F -1.777 0.534 -1.867
O 1.937 2.123 0.755
O 3.699 -5.442 5.962
O 1.901 1.366 -2.063
O 0.649 -1.159 0.843
O 2.138 -1.459 2.491
O 3.123 -4.295 1.610
N 1.361 -3.958 3.021
N 2.802 -2.470 -1.138
N 3.345 -4.888 3.785
N 4.009 -0.209 0.848
C 5.478 2.381 -3.124
C 3.581 1.679 -4.449
C -3.906 -2.319 -1.345
C 1.180 -1.814 1.772
C 4.412 1.539 -5.549
C 3.867 -1.505 -1.330
C -1.285 3.930 0.700
C 6.301 2.246 -4.233
C 1.604 -4.501 5.323
C 2.637 -4.374 2.721
C 0.755 5.366 -2.890
C 0.797 4.252 1.888
C 4.698 -1.109 -0.105
C -2.711 -0.756 1.018
C 2.477 3.922 -2.097
C 2.958 -4.997 5.120
C 2.775 6.285 -1.948
C 4.125 2.108 -3.249
C 3.255 5.006 -1.718
C 1.226 4.079 -2.667
C -0.078 4.858 0.799
C 1.528 6.463 -2.537
C 0.886 -4.007 4.311
C -0.706 2.526 0.595
C 5.767 1.825 -5.442
C 0.627 -3.226 2.004
B -2.542 1.709 -2.182
H -0.359 5.884 1.041
H 1.970 -2.088 -0.680
H 4.219 4.854 -1.247
H 4.968 -2.002 0.461
H -1.917 4.126 -0.165
H -0.421 -3.163 2.295
H 4.585 -1.913 -2.046
H -1.886 -0.500 1.680
H -3.885 -3.136 -2.061
H -3.549 -1.120 1.607
H 5.611 -0.612 -0.437
H 0.617 3.218 -2.904
H 4.000 1.205 -6.491
H 4.671 0.344 1.385
H -0.225 5.501 -3.326
H 5.888 2.697 -2.172
H 7.359 2.458 -4.149
H 1.848 4.537 1.856
H -4.022 -1.375 -1.871
H 3.128 -3.246 -0.572
H -4.724 -2.472 -0.646
H 2.525 1.451 -4.505
H 4.279 -5.210 3.569
H 3.443 -0.616 -1.804
H 6.412 1.712 -6.303
H -3.010 0.106 0.427
H 3.415 -0.749 1.572
H 3.367 7.143 -1.660
H 0.399 4.451 2.884
H -1.407 1.744 0.878
H 3.365 0.466 0.428
H -0.357 2.344 -0.421
H 0.464 4.871 -0.148
H 0.671 -3.767 1.059
H -0.114 -3.631 4.471
H 1.156 7.463 -2.712
H -1.901 4.020 1.597

2S+1: 1
highest occupied orbital energy: -7.29 eV

---

Entry 3:
Formula: C26H37ClDyN9OPS4
Source: the OMol25 dataset
Level of theory: the ωB97M-V functional and the def2-TZVPD basis

Element x y z (Å)
Dy -0.135 -0.285 2.277
Cl 1.310 1.899 1.295
S 1.658 -3.722 -0.549
S -1.549 -0.818 4.674
S 0.951 -2.740 2.206
S -0.020 -1.394 -0.237
P -0.758 0.817 -4.796
O 1.751 -0.013 3.676
N -0.553 1.871 3.638
N 3.803 -2.249 7.117
N 3.537 -1.303 3.236
N -2.214 -1.736 2.351
N 2.809 -0.942 5.453
N -2.062 1.304 1.480
N -1.372 3.959 3.917
N -4.083 2.987 0.578
N -0.404 3.673 4.771
C -0.443 -0.883 -5.495
C 1.351 0.456 -2.846
C 3.546 -1.992 5.800
C 0.101 2.428 4.603
C 0.828 -2.648 0.481
C -3.620 -2.596 4.068
C 3.653 -0.815 1.813
C 1.623 2.334 -5.732
C -2.486 -1.834 3.631
C -2.947 -2.521 1.487
C -0.977 -1.878 -4.492
C 2.651 -0.745 4.129
C -2.753 1.035 0.354
C -4.315 -3.350 3.160
C -3.950 -3.345 1.817
C 0.951 -1.197 -6.034
C -0.398 1.961 -2.169
C 0.107 2.075 -5.958
C -3.355 3.289 1.652
C -2.328 2.458 2.083
C -3.781 1.899 -0.083
C -0.096 0.759 -3.043
C -0.753 3.372 -5.873
C -1.442 2.816 3.217
C 4.172 -2.869 4.873
C 4.158 -2.458 3.579
H 0.889 2.018 5.240
H -2.468 0.104 -0.075
H -4.642 -3.802 1.084
H 1.831 2.646 -4.718
H 4.643 -3.005 2.758
H 1.141 -2.256 -5.901
H 0.043 2.878 -2.610
H -0.090 1.743 -6.968
H -0.548 4.074 -6.726
H -3.570 4.258 2.079
H 0.986 -1.076 -7.153
H -1.837 3.038 -5.889
H -0.386 -1.821 -3.545
H -0.073 4.283 5.502
H 1.949 1.214 -3.293
H 1.666 -0.564 -3.086
H -1.474 2.241 -1.966
H -2.724 -2.345 0.466
H 4.592 -2.833 7.327
H 3.126 -1.537 1.177
H 2.119 3.100 -6.409
H 1.721 -0.533 -5.592
H 1.569 0.497 -1.777
H -0.656 -0.066 -2.613
H -4.438 1.587 -0.910
H 2.151 1.396 -5.764
H 4.672 -3.790 5.176
H 3.309 -1.673 7.848
H -1.979 -1.692 -4.186
H 4.748 -0.792 1.596
H -0.468 3.920 -5.009
H 0.050 1.861 -1.144
H -0.904 -2.945 -4.877
H -1.164 -0.859 -6.265
H -3.915 -2.579 5.065
H -5.214 -3.873 3.392
H 3.177 0.123 1.658

total charge: -1
⟨S²⟩: 9.332
2S+1: 6
highest occupied orbital energy (alpha / beta): -4.04 / -4.04 eV

---

| no. | electronic energy (a.u.) |
| --- | --- |
| 1 | -1930.58352 |
| 2 | -3872.22662 |
| 3 | -4860.59966 |